This record from the OMol25 dataset describes a structure of composition C52H45N5O2P2RbS2Se2. The level of theory is ωB97M-V/def2-TZVPD.

As for the LUMO energy: 0.05685 Ha. The total charge is -1. As for the max |F|: 0.0170 hartree/bohr.

Positions of all 111 atoms, in Å:
Rb: -0.292852 -0.362908 0.712641
C: -0.789560 2.249448 4.016466
C: -1.550458 1.210808 3.199082
O: -1.674170 1.434881 1.995857
C: -2.092743 0.037541 3.882169
C: -2.251503 0.129492 5.282625
C: -2.889849 -0.824865 6.032255
C: -3.407232 -1.953750 5.367467
C: -3.249749 -2.109597 4.022333
C: -2.543226 -1.160801 3.192689
O: -2.334112 -1.431442 1.980489
H: -1.463371 2.820818 4.656987
H: -0.314783 2.931558 3.314627
H: -0.032919 1.782190 4.646161
H: -1.870654 1.005114 5.791392
H: -3.000254 -0.709290 7.102509
H: -3.932417 -2.716633 5.933901
H: -3.629713 -2.987078 3.511997
S: -1.251908 1.440697 -2.152575
C: -1.620920 0.603730 -3.515780
N: -1.733015 1.148035 -4.744047
C: -2.355352 0.394746 -5.820954
C: -3.467661 -0.441713 -5.234750
N: -2.897413 -1.319942 -4.225695
C: -3.365514 -2.698933 -4.200047
C: -2.948341 -3.460048 -5.433702
C: -3.898014 -3.991097 -6.297166
C: -3.509849 -4.678930 -7.440228
C: -2.163593 -4.833103 -7.729738
C: -1.207910 -4.300791 -6.872196
C: -1.595601 -3.618699 -5.730497
C: -1.878588 -0.888546 -3.457776
S: -0.917587 -1.853322 -2.540871
C: -1.385432 2.535146 -5.021619
C: -2.611181 3.392183 -5.225868
C: -3.553727 3.520060 -4.206566
C: -4.691940 4.285547 -4.401171
C: -4.903324 4.932970 -5.612735
C: -3.970343 4.810448 -6.629832
C: -2.831024 4.039247 -6.435344
H: -1.626125 -0.244657 -6.330306
H: -2.763884 1.105173 -6.540325
H: -3.918734 -1.061103 -6.010206
H: -4.240558 0.204562 -4.804680
H: -4.456080 -2.683905 -4.121429
H: -2.957397 -3.156794 -3.300214
H: -4.951420 -3.870391 -6.070013
H: -4.260093 -5.090756 -8.102979
H: -1.856444 -5.367776 -8.619167
H: -0.155118 -4.423957 -7.090823
H: -0.854522 -3.211557 -5.052673
H: -0.766015 2.553033 -5.922494
H: -0.789552 2.890170 -4.182082
H: -3.379357 3.021553 -3.260783
H: -5.414898 4.382338 -3.601586
H: -5.793035 5.531363 -5.759955
H: -4.127987 5.310778 -7.576678
H: -2.101875 3.942053 -7.232073
Se: 7.008425 -2.054127 3.352001
P: 6.187363 -0.171008 2.850646
C: 7.368899 0.759297 1.815143
C: 7.945281 1.955459 2.227107
C: 8.886827 2.594292 1.427232
C: 9.259196 2.045174 0.212589
C: 8.709198 0.834901 -0.191695
C: 7.787462 0.190300 0.611613
C: 5.885404 0.907662 4.286122
C: 5.242970 2.132568 4.113994
C: 4.998865 2.949727 5.201833
C: 5.387984 2.543867 6.474476
C: 6.019008 1.323978 6.648916
C: 6.268221 0.504630 5.553890
C: 4.546693 -0.200104 2.098134
C: 3.922294 -0.265377 0.835300
N: 2.600478 -0.302957 1.077620
N: 2.411417 -0.266864 2.380235
N: 3.561176 -0.200114 3.018629
P: 4.357335 -0.311123 -0.904990
Se: 2.746764 -0.457002 -2.254536
C: 5.498305 -1.720466 -1.089874
C: 5.681577 -2.645829 -0.071652
C: 6.552315 -3.716063 -0.242272
C: 7.233017 -3.876719 -1.435508
C: 7.025603 -2.973611 -2.474168
C: 6.156655 -1.910852 -2.306571
C: 5.322667 1.208401 -1.224956
C: 5.830972 1.434750 -2.503147
C: 6.558598 2.580516 -2.778287
C: 6.758262 3.534712 -1.788756
C: 6.207484 3.344580 -0.532128
C: 5.491007 2.189162 -0.255765
H: 7.666809 2.402689 3.170289
H: 9.324479 3.526475 1.762091
H: 9.981641 2.551811 -0.415051
H: 8.995732 0.386074 -1.134457
H: 7.397026 -0.769173 0.300509
H: 4.911104 2.436280 3.128320
H: 4.488721 3.894153 5.063750
H: 5.185032 3.177516 7.328584
H: 6.310474 0.999335 7.639488
H: 6.750815 -0.457372 5.673620
H: 5.168436 -2.537855 0.874083
H: 6.700447 -4.403183 0.579973
H: 7.918396 -4.704984 -1.564375
H: 7.534460 -3.104234 -3.420916
H: 5.969690 -1.244488 -3.136297
H: 5.619880 0.733472 -3.298666
H: 6.953730 2.738110 -3.773951
H: 7.327992 4.430312 -2.003243
H: 6.340779 4.090445 0.240920
H: 5.056029 2.043959 0.723228

Atoms 1-2, force components in eV/Å:
0.5 -0.3 -0.6
0.0 0.0 0.0